Entry 1:
Computed, not measured: a structure of composition C4H8NO in a non-equilibrium geometry, with the ωB97M-V functional and the def2-TZVPD basis.

total energy	-7802.092	eV
net charge	+1
multiplicity	3
relative energy (zero: lowest compared OMol25 entry of this formula, charge and spin)	1.625	eV
gap between HOMO and LUMO (alpha / beta)	7.71 / 9.53	eV
E_HOMO (alpha / beta)	-13.5 / -17.7	eV

The geometry in XYZ format:
```
14
C4H8NO (the ωB97M-V functional and the def2-TZVPD basis)
C -0.374 -0.377 -0.393
C -0.063 -1.849 -0.379
C -0.297 1.754 0.869
C -0.085 0.368 0.756
N 0.939 0.642 -1.336
O 1.775 -0.054 -1.656
H -1.025 -0.164 -1.245
H -0.773 -2.222 0.446
H 0.960 -1.987 -0.030
H -0.105 -2.511 -1.225
H -1.352 1.978 0.970
H 0.060 2.188 1.748
H -0.055 2.238 -0.116
H 0.394 -0.004 1.591
```

=====

Entry 2:
Computed, not measured: a cluster of 2 separate species, C10H16 in total in a non-equilibrium geometry, with the ωB97M-V functional and the def2-TZVPD basis.

total energy	-10629.352	eV
relative energy (zero: lowest compared OMol25 entry of this formula, charge and spin)	0.392	eV
structure (SMILES)	CCc1ccccc1.CC
gap between HOMO and LUMO	10.03	eV
E_HOMO	-9.0	eV

The geometry in XYZ format:
```
26
C10H16 (the ωB97M-V functional and the def2-TZVPD basis)
C 1.174 1.518 1.856
C 1.125 1.448 3.390
C 0.231 0.527 1.241
C -1.139 0.790 1.200
C 0.687 -0.711 0.804
C -2.045 -0.141 0.729
C -0.195 -1.664 0.313
C -1.548 -1.363 0.281
H 0.872 2.528 1.579
H 2.181 1.301 1.500
H 0.241 1.957 3.758
H -1.435 1.764 1.593
H 1.738 -0.975 0.926
H -3.119 -0.042 0.648
H 0.121 -2.632 -0.059
H -2.229 -2.061 -0.203
H 2.046 1.814 3.827
H 0.987 0.407 3.688
C 0.120 0.022 -2.852
C -0.044 -1.107 -3.886
H -0.122 0.985 -3.294
H -0.586 -0.137 -2.043
H 1.152 0.085 -2.546
H 0.730 -1.867 -3.744
H 0.051 -0.825 -4.936
H -0.995 -1.620 -3.771
```

=====

Entry 3:
Computed, not measured: a structure of composition C34H32N2O7SeTaTe in a non-equilibrium geometry, with the ωB97M-V functional and the def2-TZVPD basis.

total energy	-127279.422	eV
net charge	+1
relative energy (zero: lowest compared OMol25 entry of this formula, charge and spin)	0.500	eV
gap between HOMO and LUMO	6.69	eV
E_HOMO	-10.8	eV

The geometry in XYZ format:
```
78
C34H32N2O7SeTaTe (the ωB97M-V functional and the def2-TZVPD basis)
Ta -0.051 -1.491 -0.048
O -0.571 2.881 0.239
C -0.881 1.672 -0.142
O -0.047 0.761 -0.150
C -2.283 1.552 -0.685
O -2.626 0.207 -0.881
C -3.392 -0.404 0.172
C -2.395 -0.491 1.314
O -2.148 0.418 2.050
O -1.608 -1.594 1.207
H 0.357 2.902 0.539
H -2.261 2.036 -1.667
H -2.967 2.096 -0.033
H -3.671 -1.375 -0.221
H -4.261 0.189 0.454
Se 0.538 -3.842 -0.087
C 1.446 -4.055 -1.777
C 2.489 -3.227 -2.164
C 3.109 -3.443 -3.385
C 2.694 -4.486 -4.203
C 1.658 -5.317 -3.799
C 1.027 -5.107 -2.579
H 2.811 -2.419 -1.522
H 3.916 -2.793 -3.698
H 3.180 -4.650 -5.156
H 1.338 -6.136 -4.430
H 0.219 -5.758 -2.269
O -1.640 -2.156 -1.943
C -0.839 -1.525 -2.645
N -0.891 -1.120 -3.914
C 0.233 -0.234 -4.245
C 1.045 -0.309 -2.922
O 2.091 0.230 -2.701
N 0.331 -1.094 -2.044
C -0.298 1.181 -4.485
C 0.016 2.268 -3.679
C -0.554 3.512 -3.931
C -1.438 3.680 -4.985
C -1.743 2.598 -5.804
C -1.171 1.362 -5.557
C 1.090 -0.748 -5.391
C 0.837 -1.968 -6.002
C 1.646 -2.409 -7.043
C 2.716 -1.638 -7.467
C 2.975 -0.419 -6.850
C 2.162 0.029 -5.823
H -1.719 -1.234 -4.475
H 0.733 2.168 -2.872
H -0.290 4.357 -3.307
H -1.875 4.651 -5.180
H -2.416 2.724 -6.642
H -1.390 0.533 -6.224
H 0.022 -2.597 -5.663
H 1.437 -3.358 -7.520
H 3.346 -1.978 -8.279
H 3.810 0.188 -7.178
H 2.367 0.983 -5.350
C 5.005 -6.175 2.934
C 4.348 -4.874 2.566
C 4.963 -3.976 1.706
C 4.370 -2.765 1.356
C 5.134 -1.813 0.476
C 3.101 -2.482 1.870
Te 2.157 -0.710 1.204
C 2.486 -3.329 2.799
C 1.195 -2.984 3.489
C 3.122 -4.522 3.118
H 5.905 -6.345 2.343
H 4.329 -7.016 2.774
H 5.290 -6.182 3.989
H 5.943 -4.212 1.304
H 6.121 -2.216 0.254
H 5.276 -0.840 0.954
H 4.636 -1.620 -0.477
H 0.319 -3.228 2.880
H 1.124 -1.921 3.723
H 1.102 -3.540 4.421
H 2.651 -5.186 3.836
```

=====

Entry 4:
Computed, not measured: a structure of composition C29H19F18InN6O6S3, with the ωB97M-V functional and the def2-TZVPD basis.

total energy	-138208.263	eV
net charge	-2
relative energy (zero: lowest compared OMol25 entry of this formula, charge and spin)	0.208	eV
gap between HOMO and LUMO	6.43	eV
E_HOMO	-2.1	eV

The geometry in XYZ format:
```
82
C29H19F18InN6O6S3 (the ωB97M-V functional and the def2-TZVPD basis)
In -1.557 -0.383 0.766
C 3.802 -0.327 -3.933
C 2.838 -0.665 -2.827
C 3.270 -1.173 -1.608
C 2.366 -1.457 -0.610
C 0.983 -1.264 -0.765
N 0.154 -1.546 0.319
C 0.371 -2.679 1.078
C 0.744 -3.876 0.432
C 0.907 -5.063 1.107
C 0.692 -5.131 2.481
C 0.816 -6.428 3.236
C 0.332 -3.961 3.128
C 0.168 -2.734 2.480
C -0.105 -1.453 3.309
O -0.919 -0.512 2.770
C 1.285 -0.796 3.588
F 1.815 -0.313 2.458
F 2.192 -1.652 4.109
F 1.198 0.238 4.449
C -0.760 -1.777 4.695
F 0.065 -2.369 5.603
F -1.206 -0.668 5.296
F -1.818 -2.589 4.548
C 0.531 -0.737 -1.997
C 1.477 -0.456 -2.985
C -0.972 -0.547 -2.297
O -1.756 -0.100 -1.280
C -1.519 -1.925 -2.788
F -1.472 -2.831 -1.806
F -2.802 -1.852 -3.193
F -0.820 -2.444 -3.824
C -1.216 0.502 -3.438
F -2.511 0.832 -3.522
F -0.536 1.626 -3.211
F -0.876 0.071 -4.686
H 4.768 -0.810 -3.770
H 3.976 0.749 -3.995
H 3.422 -0.653 -4.904
H 4.330 -1.332 -1.432
H 2.716 -1.827 0.346
H 0.885 -3.841 -0.641
H 1.187 -5.956 0.557
H 1.575 -7.074 2.790
H -0.127 -6.985 3.240
H 1.094 -6.253 4.277
H 0.197 -4.018 4.198
H 1.150 -0.071 -3.939
N -5.767 -2.055 -0.034
C -4.659 -1.362 0.398
S -3.369 -2.294 1.046
N -4.783 -0.053 0.298
N -3.684 0.616 0.696
C -3.720 1.886 0.774
C -2.497 2.594 1.174
C -2.489 3.951 1.448
C -1.303 4.544 1.852
C -0.168 3.765 1.988
C -0.257 2.412 1.696
N -1.391 1.852 1.296
H -5.575 -3.005 -0.305
H -6.352 -1.525 -0.663
H -4.629 2.442 0.560
H -3.395 4.528 1.322
H -1.259 5.611 2.029
H 0.786 4.186 2.274
H 0.600 1.758 1.776
F 4.273 4.424 -1.919
C 3.535 3.310 -1.798
F 3.000 3.041 -2.990
F 4.358 2.306 -1.476
S 2.238 3.490 -0.498
O 1.450 2.303 -0.618
O 3.004 3.703 0.699
N 1.553 4.840 -0.932
S 0.074 5.077 -1.405
O -0.386 6.345 -0.908
O -0.809 3.954 -1.349
C 0.289 5.398 -3.209
F -0.889 5.745 -3.749
F 0.737 4.321 -3.849
F 1.149 6.403 -3.432
```

=====

Entry 5:
Computed, not measured: a cluster of 2 separate species, C2H3N2O2 in total in a non-equilibrium geometry, with the ωB97M-V functional and the def2-TZVPD basis.

total energy	-9194.963	eV
net charge	-1
relative energy (zero: lowest compared OMol25 entry of this formula, charge and spin)	2.740	eV
gap between HOMO and LUMO	8.33	eV
E_HOMO	-3.8	eV

The geometry in XYZ format:
```
9
C2H3N2O2 (the ωB97M-V functional and the def2-TZVPD basis)
C 1.605 -1.595 -0.215
C -0.607 2.079 -0.653
N 1.263 -2.619 -0.600
N 0.194 1.249 -0.030
O 1.459 1.438 0.064
O -0.135 0.071 0.345
H 1.759 -0.533 -0.160
H -1.695 2.010 -0.573
H -0.210 3.069 -0.803
```

=====

Entry 6:
Computed, not measured: a structure of composition C13H16F6N6O5SSbSr, with the ωB97M-V functional and the def2-TZVPD basis.

total energy	-67441.470	eV
multiplicity	2
relative energy (zero: lowest compared OMol25 entry of this formula, charge and spin)	0.000	eV
gap between HOMO and LUMO (alpha / beta)	8.88 / 5.72	eV
E_HOMO (alpha / beta)	-8.9 / -8.9	eV

The geometry in XYZ format:
```
49
C13H16F6N6O5SSbSr (the ωB97M-V functional and the def2-TZVPD basis)
Sr -0.073 0.606 -0.310
O -6.746 -1.905 2.186
C -6.558 -1.241 1.210
O -7.283 -0.719 0.298
C -5.157 -0.687 0.782
C -4.532 0.193 1.654
C -3.243 0.579 1.335
N -2.607 0.151 0.241
C -3.235 -0.673 -0.598
C -4.533 -1.112 -0.374
C -2.489 -1.135 -1.859
O -3.083 -1.876 -2.626
O -1.300 -0.681 -1.968
H -5.018 0.544 2.553
H -2.695 1.262 1.975
H -5.000 -1.762 -1.099
C 3.788 -1.541 -4.498
N 3.268 -1.002 -3.261
C 4.061 -0.522 -2.139
C 2.964 -0.174 -1.134
O 3.123 0.285 -0.014
N 1.762 -0.439 -1.696
C 1.971 -0.940 -2.917
N 0.953 -1.313 -3.674
H 4.857 -1.348 -4.542
H 3.329 -1.050 -5.357
H 3.631 -2.619 -4.568
H 4.638 0.369 -2.393
H 4.733 -1.286 -1.744
H 0.012 -1.219 -3.267
H 1.081 -1.718 -4.583
F 0.351 2.090 1.715
Sb 0.418 3.871 0.930
F -1.305 3.391 0.271
F -0.300 4.627 2.483
F 0.454 5.458 -0.046
F 2.166 4.067 1.566
F 1.059 2.850 -0.600
C 2.469 0.664 3.622
N 2.018 -0.245 2.586
C 0.947 -1.024 2.685
N 0.316 -1.085 3.871
S 0.352 -1.907 1.358
H 3.262 1.282 3.212
H 2.862 0.122 4.486
H 1.663 1.329 3.940
H 2.447 -0.186 1.666
H 0.671 -0.630 4.694
H -0.472 -1.702 3.949
```